[1]
This record from the OMol25 dataset describes a cluster of 2 separate species, C7H12BBrN2O3 in total at a distorted geometry. The level of theory is the ωB97M-V functional and the def2-TZVPD basis.

```
! wB97M-V def2-TZVPD RIJCOSX def2/J DEFGRID3
* xyz 0 1
C 2.21646 0.63891 0.17068
C 1.33116 -0.64493 -0.39252
Br 2.65630 -2.06725 -0.92207
C 0.34370 -1.20449 0.79017
C -1.26406 -1.02322 0.49202
C -1.72900 -1.64149 -0.99083
N -2.14856 -2.14351 -2.11138
C -1.84169 0.49320 0.74212
C -1.16089 1.65788 -0.18919
N -0.65212 2.48939 -1.07508
B -3.46127 0.43660 0.30907
O -4.40634 -0.39063 1.10501
O -3.86405 1.21470 -0.89471
H 3.23386 0.71802 -0.44368
H 1.66379 1.68339 0.00325
H 2.45534 0.54015 1.31605
H 0.72760 -0.33135 -1.36717
H 0.53785 -2.38059 0.85553
H 0.64538 -0.79074 1.86841
H -1.82034 -1.72048 1.28517
H -1.77181 0.75428 1.88100
H -4.04079 -1.32228 1.05752
H -4.63764 0.78581 -1.36876
O 5.28132 1.40514 -0.59306
H 5.75633 0.77055 -1.15040
H 5.94944 2.07295 -0.37714
*
```

Computed properties:
- HOMO energy (eV) = -10.13
- gap between HOMO and LUMO (eV) = 10.13
- electronic energy (a.u.) = -3207.90096
- LUMO energy (eV) = 0.00

Results of the Mulliken charge analysis, in e, for atoms 1 through 4:
1. C -0.764
2. C -0.007
3. Br -0.188
4. C -0.947

=====

[2]
This record from the OMol25 dataset describes a structure of composition C7H12BINO5PSiZn at a distorted geometry. The level of theory is the ωB97M-V functional and the def2-TZVPD basis.

```
! wB97M-V def2-TZVPD RIJCOSX def2/J DEFGRID3
* xyz 2 1
C -0.08577 -3.06171 0.18030
O -0.91699 -2.88478 -0.99772
B -0.33776 -1.79265 -1.69129
O 0.42272 -1.95632 -2.85250
Si -0.54189 0.08216 -1.01279
I -1.18583 1.52558 -2.90361
C -1.91621 0.02885 0.35214
P -2.48910 1.67346 1.03504
O -2.35366 1.56894 2.51566
O -1.64075 2.88420 0.38491
O -4.04662 1.95914 0.61055
C 1.15578 0.57541 -0.35867
C 2.25359 0.86220 -1.28680
C 3.46412 1.17343 -0.59999
C 3.49570 1.18482 0.84226
N 2.50626 0.97192 1.74591
C 1.38530 0.67679 1.06159
H 0.11586 -4.15220 0.31165
H 0.91638 -2.57230 0.03687
H -0.55018 -2.60681 1.10623
H 1.35089 -1.79268 -2.58105
H -1.59272 -0.69236 1.17759
H -2.82291 -0.43347 -0.14446
H -0.74910 2.89832 0.79546
H -4.52988 1.11512 0.70621
H 2.11192 0.81624 -2.38115
H 4.38308 1.40733 -1.17144
H 4.48819 1.40315 1.30257
H 0.49854 0.45944 1.71208
Zn -2.78897 -1.32121 2.10445
*
```

Computed properties:
- HOMO energy (eV) = -15.77
- gap between HOMO and LUMO (eV) = 3.27
- electronic energy (a.u.) = -3436.95802
- LUMO energy (eV) = -12.51

Results of the Mulliken charge analysis, in e, for atoms 1 through 4:
1. C -0.264
2. O -0.402
3. B 0.525
4. O -0.441